# 1
A molecular structure, C11H34Hg2O11, computed with ωB97M-V with the def2-TZVPD basis set.

Each line ends with the Löwdin charge.
Element x y z (Å)
Hg  1.14  0.07  -2.73  1.369
Hg  -2.49  -0.54  -2.09  1.390
C  -0.39  1.62  1.30  0.036
C  -0.06  0.90  -0.01  -0.661
O  0.97  1.10  -0.68  -0.090
O  -0.85  0.08  -0.51  -0.148
H  -1.41  1.51  1.69  0.075
H  -0.49  2.70  1.17  0.101
H  0.25  1.35  2.14  0.077
C  -0.60  -3.80  -4.10  0.052
C  -1.19  -2.70  -3.13  -0.698
O  -2.31  -2.91  -2.60  -0.009
O  -0.57  -1.65  -2.91  -0.168
H  -0.64  -4.83  -3.75  0.099
H  0.36  -3.50  -4.52  0.083
H  -1.29  -3.72  -4.94  0.093
C  -3.14  2.73  -1.53  -0.023
O  -3.38  1.28  -1.19  -0.240
H  -2.10  2.99  -1.73  0.086
H  -3.70  3.01  -2.43  0.091
H  -3.55  3.42  -0.79  0.088
H  -3.90  1.29  -0.38  0.038
C  -1.51  -0.11  4.47  -0.159
O  -1.55  -0.52  3.14  -0.132
H  -2.20  -0.70  5.07  0.090
H  -0.53  -0.35  4.88  0.078
H  -1.72  0.95  4.62  0.080
H  -0.71  -0.32  2.71  0.017
C  4.16  1.53  -3.49  -0.098
O  3.11  1.19  -2.63  -0.215
H  3.91  2.43  -4.05  0.095
H  5.06  1.80  -2.94  0.112
H  4.29  0.77  -4.26  0.106
H  3.22  1.66  -1.81  0.107
C  3.71  -1.25  -1.07  -0.109
O  2.62  -1.67  -1.89  -0.179
H  3.32  -0.50  -0.38  0.064
H  4.10  -2.07  -0.47  0.109
H  4.54  -0.79  -1.60  0.089
H  2.19  -2.35  -1.37  0.032
C  -4.71  2.92  2.02  -0.111
O  -4.86  2.03  0.92  -0.134
H  -4.86  3.93  1.65  0.086
H  -5.46  2.77  2.80  0.094
H  -3.75  2.93  2.53  0.084
H  -5.75  2.11  0.57  0.110
C  2.61  0.14  3.56  -0.152
O  3.56  0.36  2.51  -0.114
H  1.67  -0.27  3.20  0.044
H  3.01  -0.37  4.43  0.094
H  2.28  1.08  4.01  0.079
H  4.27  -0.25  2.70  0.077
C  0.93  -2.60  0.82  -0.113
O  1.19  -3.47  -0.30  -0.121
H  1.28  -3.02  1.77  0.096
H  1.39  -1.62  0.74  0.063
H  -0.15  -2.48  0.87  0.086
H  0.71  -4.26  -0.06  0.103

Relative energy (zero: lowest compared OMol25 entry of this formula, charge and spin): 62.9 kJ/mol
Net charge: +2
2S+1: 1

***

# 2
7 unconnected molecules or ions with the total composition C11H35NO9S, computed with ωB97M-V with the def2-TZVPD basis set.

Each line ends with the Löwdin charge.
Element x y z (Å)
C  5.12  -1.21  1.52  -0.112
C  5.54  0.02  0.71  -0.265
C  4.37  0.76  0.07  -0.221
C  3.33  1.19  1.12  -0.151
C  2.41  2.40  0.82  -0.258
C  2.43  2.95  -0.63  -0.128
O  1.12  2.88  -1.25  -0.221
S  0.52  1.43  -1.35  0.662
O  1.53  0.52  -1.81  -0.246
O  -0.70  1.58  -2.08  -0.261
C  0.21  1.07  0.39  -0.328
C  -1.28  1.07  0.74  -0.177
C  -2.15  -0.04  0.15  -0.180
C  -1.69  -1.46  0.48  -0.238
N  -2.18  -1.86  1.81  -0.009
C  0.96  2.10  1.24  -0.139
H  4.87  -0.95  2.55  0.069
H  4.25  -1.70  1.07  0.074
H  5.93  -1.94  1.57  0.067
H  6.25  -0.28  -0.07  0.103
H  6.08  0.71  1.36  0.106
H  4.76  1.62  -0.47  0.107
H  3.89  0.10  -0.66  0.110
H  3.87  1.41  2.04  0.119
H  2.70  0.33  1.36  0.106
H  2.72  3.21  1.47  0.137
H  3.12  2.42  -1.28  0.102
H  2.67  4.01  -0.65  0.133
H  0.64  0.08  0.53  0.114
H  -1.33  1.02  1.83  0.119
H  -1.70  2.05  0.47  0.129
H  -3.16  0.07  0.56  0.120
H  -2.25  0.07  -0.93  0.097
H  -2.10  -2.14  -0.27  0.116
H  -0.60  -1.55  0.43  0.104
H  -1.55  -2.51  2.26  0.078
H  -2.28  -1.04  2.41  0.070
H  0.37  3.02  1.27  0.132
H  0.99  1.70  2.26  0.132
O  -5.13  -2.07  1.48  -0.082
H  -4.18  -2.20  1.61  -0.033
H  -5.44  -2.91  1.13  0.021
O  -3.98  -4.88  1.56  -0.052
H  -3.35  -4.18  1.77  0.002
H  -3.46  -5.69  1.49  0.040
O  -0.04  -0.73  4.38  -0.052
H  -0.24  -1.09  5.25  0.042
H  -0.70  -1.09  3.79  -0.010
O  -3.05  0.92  -4.11  -0.049
H  -2.32  1.25  -3.57  0.015
H  -3.79  0.86  -3.49  0.050
O  -1.75  -1.76  -5.38  -0.065
H  -1.54  -1.44  -4.50  0.018
H  -2.16  -1.00  -5.80  0.020
O  -5.69  1.29  -5.43  -0.059
H  -4.78  1.03  -5.27  -0.010
H  -6.08  0.56  -5.92  0.034

Structure (SMILES): CCCC[C@H]1COS(=O)(=O)[C@H](CCCN)C1.O.O.O.O.O.O
2S+1: 1

***

# 3
7 unconnected molecules or ions with the total composition C11H36O11, computed with ωB97M-V with the def2-TZVPD basis set.

Each line ends with the Löwdin charge.
Element x y z (Å)
O  -15.58  -3.18  -7.27  -0.075
C  -14.62  -4.24  -7.35  -0.231
C  -13.52  -3.88  -8.33  -0.265
O  -12.78  -2.77  -7.87  -0.051
H  -15.46  -2.67  -8.08  0.026
H  -14.21  -4.45  -6.36  0.119
H  -15.13  -5.14  -7.72  0.113
H  -13.92  -3.71  -9.34  0.098
H  -12.83  -4.74  -8.41  0.120
H  -12.75  -2.10  -8.57  0.041
O  -7.87  0.94  -9.35  -0.053
C  -7.26  0.23  -10.40  -0.269
C  -8.13  0.20  -11.64  -0.251
O  -9.30  -0.56  -11.33  -0.085
H  -8.66  0.46  -9.07  0.086
H  -6.32  0.72  -10.67  0.119
H  -7.02  -0.80  -10.11  0.121
H  -7.56  -0.15  -12.51  0.119
H  -8.42  1.24  -11.83  0.119
H  -9.92  -0.40  -12.07  0.034
O  -14.16  2.51  -5.94  -0.067
C  -13.51  3.48  -6.74  -0.243
C  -11.99  3.33  -6.60  -0.232
O  -11.64  1.98  -6.29  -0.070
H  -15.10  2.66  -6.03  0.095
H  -13.77  3.42  -7.80  0.104
H  -13.79  4.48  -6.40  0.116
H  -11.61  3.99  -5.81  0.111
H  -11.46  3.58  -7.52  0.113
H  -12.44  1.54  -5.98  0.068
O  -11.09  0.14  -13.41  -0.070
C  -11.95  -0.44  -14.36  -0.236
C  -11.97  0.21  -15.72  -0.245
O  -12.72  1.42  -15.78  -0.060
H  -11.32  1.07  -13.28  0.097
H  -11.67  -1.48  -14.55  0.126
H  -12.98  -0.42  -13.97  0.126
H  -12.30  -0.45  -16.52  0.123
H  -10.95  0.43  -16.07  0.126
H  -12.35  2.06  -15.17  0.075
C  -12.55  0.85  -10.09  -0.116
O  -12.81  -0.50  -9.71  -0.140
H  -13.10  1.13  -11.00  0.076
H  -12.86  1.54  -9.30  0.070
H  -11.49  0.92  -10.29  0.074
H  -13.74  -0.51  -9.43  0.043
C  -11.98  -3.03  -11.91  -0.165
O  -10.69  -3.54  -12.20  -0.111
H  -12.64  -3.20  -12.76  0.078
H  -12.41  -3.59  -11.08  0.065
H  -11.97  -1.96  -11.71  0.057
H  -10.08  -3.25  -11.52  0.072
C  -15.97  -1.43  -10.42  -0.114
O  -15.66  -0.96  -9.11  -0.134
H  -15.25  -2.20  -10.69  0.075
H  -16.97  -1.89  -10.46  0.088
H  -15.99  -0.62  -11.16  0.086
H  -16.19  -0.19  -8.92  0.103

Relative energy (zero: lowest compared OMol25 entry of this formula, charge and spin): 28.9 kJ/mol
Structure (SMILES): OCCO.OCCO.OCCO.OCCO.CO.CO.CO
2S+1: 1

***

Number 1: strongest force on any atom 0.0885 Eh/bohr, orbital gap 6.305 eV. Number 2: strongest force on any atom 0.0052 Eh/bohr, orbital gap 10.628 eV. Number 3: strongest force on any atom 0.0319 Eh/bohr, orbital gap 9.688 eV.